[1]
The following is a quantum chemistry calculation of C3H2Br4 as an isolated structure, from the OMol25 dataset.

Element x y z (Å)
Br  -4.709  1.241  0.623
Br  -3.164  -0.948  -0.932
Br  -1.516  1.981  -0.892
Br  1.232  2.569  0.371
C  -1.290  3.229  1.576
C  -3.661  -0.219  0.784
C  -0.594  2.693  0.619
H  -2.392  3.024  1.449
H  -0.811  3.493  2.505

Calculated values
ΔE to the lowest compared entry with this formula, charge and spin in kcal per mole: 70.52
HOMO level in eV: -9.3775
Frontier orbital gap in eV: 8.01

---

[2]
The following is a quantum chemistry calculation of C3H2BrF2I as an isolated structure, from the OMol25 dataset.

Element x y z (Å)
I  1.321  1.028  -1.974
Br  1.842  1.741  1.222
F  1.311  -0.633  2.233
F  -0.443  0.618  2.460
C  -0.085  -0.066  -1.120
C  0.617  0.344  1.628
C  -1.142  -0.749  -1.423
H  -1.607  -0.960  -2.364
H  -1.813  -1.322  -0.661

Calculated values
ΔE to the lowest compared entry with this formula, charge and spin in kcal per mole: 106.21
HOMO level (spin up / spin down) in eV: -9.3983 / -8.5904
Frontier orbital gap (spin up / spin down) in eV: 8.56 / 7.60

---

[3]
The following is a quantum chemistry calculation of C3H2CdFO as an isolated structure, from the OMol25 dataset.

Element x y z (Å)
Cd  3.581  0.349  -0.002
F  -2.433  0.572  0.406
O  0.877  -0.638  -0.014
C  -1.194  0.442  -0.083
C  -0.517  -0.699  0.083
C  1.495  0.415  0.442
H  -0.923  -1.695  -0.088
H  -0.885  1.254  -0.743

Calculated values
HOMO level (spin up / spin down) in eV: -13.5547 / -13.5626
Net charge: +1
Frontier orbital gap (spin up / spin down) in eV: 7.15 / 7.15

---

[4]
The following is a quantum chemistry calculation of C3H2CdO2 as an isolated structure, from the OMol25 dataset.

Element x y z (Å)
Cd  1.781  1.423  -0.254
O  1.532  -0.431  0.186
O  -1.085  1.082  0.057
C  -0.218  2.027  0.361
C  0.348  -0.936  -0.083
C  -0.838  -0.287  -0.160
H  0.250  -2.027  0.030
H  -1.769  -0.851  -0.137

Calculated values
ΔE to the lowest compared entry with this formula, charge and spin in kcal per mole: 98.02
HOMO level (spin up / spin down) in eV: -7.2108 / -8.2751
Frontier orbital gap (spin up / spin down) in eV: 6.62 / 7.32

---

[5]
The following is a quantum chemistry calculation of C3H2CdO2 as an isolated structure, from the OMol25 dataset.

Element x y z (Å)
Cd  -1.453  2.000  -1.074
O  0.371  1.043  -0.322
O  1.791  -0.861  0.229
C  0.911  -3.286  0.439
C  1.213  0.321  0.023
C  0.699  -3.010  -0.730
H  0.960  -3.626  1.460
H  0.414  -2.860  -1.758

Calculated values
ΔE to the lowest compared entry with this formula, charge and spin in kcal per mole: 51.48
HOMO level (spin up / spin down) in eV: -13.3202 / -13.3153
Expectation value of S²: 0.7505
Net charge: +1
Frontier orbital gap (spin up / spin down) in eV: 8.30 / 5.31
Multiplicity: 2

---

[6]
The following is a quantum chemistry calculation of C3H2CeO2 as an isolated structure, from the OMol25 dataset.

Element x y z (Å)
Ce  2.484  0.698  -0.253
O  0.679  -0.884  -0.454
O  0.237  1.615  -0.088
C  -0.712  0.731  0.175
C  1.046  -1.370  0.773
C  -0.687  -0.527  -0.379
H  -1.599  1.027  0.754
H  -1.448  -1.291  -0.528

Calculated values
HOMO level (spin up / spin down) in eV: -11.2832 / -11.5880
Expectation value of S²: 1.1307
Net charge: +1
Frontier orbital gap (spin up / spin down) in eV: 5.96 / 6.20
Multiplicity: 2

---

[7]
The following is a quantum chemistry calculation of C3H2Cl2N2 as an isolated structure, from the OMol25 dataset.

Element x y z (Å)
Cl  2.652  2.282  0.480
Cl  -2.449  0.712  -1.345
N  1.282  -0.133  -0.054
N  -1.429  1.774  0.963
C  -1.400  1.274  -0.122
C  1.844  1.133  -0.625
C  0.473  0.778  -0.361
H  -2.275  2.123  1.348
H  2.463  1.096  -1.584

Calculated values
ΔE to the lowest compared entry with this formula, charge and spin in kcal per mole: 97.55
HOMO level in eV: -9.5116
Frontier orbital gap in eV: 9.87

---

[8]
The following is a quantum chemistry calculation of a 2-piece molecular cluster, C3H2Cl3N overall, from the OMol25 dataset.

Element x y z (Å)
Cl  3.630  0.417  -1.340
Cl  1.997  -1.718  -2.576
Cl  1.660  1.120  -3.314
N  2.455  0.881  0.672
C  2.402  -0.076  -2.332
C  1.372  0.419  0.506
C  0.203  -0.101  0.079
H  -0.572  0.638  -0.492
H  0.072  -1.183  -0.159

Calculated values
ΔE to the lowest compared entry with this formula, charge and spin in kcal per mole: 87.09
HOMO level (spin up / spin down) in eV: -8.0790 / -9.1467
Frontier orbital gap (spin up / spin down) in eV: 6.71 / 8.60

---

[9]
The following is a quantum chemistry calculation of a 2-piece molecular cluster, C3H2Cl4 overall, from the OMol25 dataset.

Element x y z (Å)
Cl  -0.208  -1.971  -0.303
Cl  1.002  -0.109  1.511
Cl  -1.834  -0.838  1.732
Cl  -1.393  1.605  -0.394
C  -0.222  -1.397  1.349
C  0.937  1.432  -2.027
C  -0.016  1.519  -1.285
H  1.651  1.933  -2.516
H  0.081  -2.174  1.932

Calculated values
ΔE to the lowest compared entry with this formula, charge and spin in kcal per mole: 41.65
HOMO level in eV: -10.0340
SMILES: ClC(Cl)Cl.C#CCl
Frontier orbital gap in eV: 10.69

---

[10]
The following is a quantum chemistry calculation of one molecule with the formula C3H2ClFS2, from the OMol25 dataset.

Element x y z (Å)
Cl  1.434  -1.068  1.437
S  -2.067  -0.906  -0.263
S  1.505  0.929  -1.597
F  -0.703  0.061  2.130
C  0.084  0.125  -1.372
C  0.129  0.121  1.120
C  -0.555  -0.322  -0.156
H  -0.488  -0.042  -2.284
H  0.659  1.102  0.984

Calculated values
ΔE to the lowest compared entry with this formula, charge and spin in kcal per mole: 8.73
HOMO level in eV: -9.4880
SMILES: F[C@@H](Cl)C(=S)C=S
Frontier orbital gap in eV: 6.98

---

no.,molar mass (g/mol),electronic energy (eV)
1,357.66,-283308.83595
2,282.85,-86716.14622
3,185.46,-12459.17910
4,182.46,-11796.09912
5,182.46,-11790.29831
6,210.16,-20153.25104
7,136.97,-31164.21355
8,158.42,-42196.15430
9,179.86,-53230.07666
10,156.63,-40052.05652